# C20H33Cl2LaN4O3

A molecular structure, C20H33Cl2LaN4O3 in a non-equilibrium geometry (ωB97M-V/def2-TZVPD, the Open Molecules 2025 dataset).

For the molecular weight, the calculation gives 587.3 g mol⁻¹. The calculation puts the HOMO-LUMO gap at 6.48 eV. The value obtained for the maximum force is 3.7 eV/A. Its total energy is -59283.782 eV.

Element x y z (Å)
1 O 3.2706 -1.0784 -0.9194
2 C 3.0284 -1.7992 0.0342
3 C 2.3931 -3.1317 -0.0308
4 C 1.1363 -3.5315 -0.5687
5 H 0.3539 -2.7851 -0.6952
6 C 0.9221 -4.8824 -0.8849
7 H -0.0485 -5.1786 -1.3467
8 C 1.9280 -5.8351 -0.6376
9 H 1.7623 -6.8932 -0.9244
10 C 3.1539 -5.4379 -0.0127
11 H 3.9297 -6.1929 0.1928
12 C 3.3508 -4.0900 0.3005
13 H 4.2799 -3.7632 0.7883
14 H 3.2435 -1.5202 1.1428
15 C 1.9275 0.1136 2.1783
16 C 0.9334 -0.7280 1.4613
17 H 2.5780 -0.3697 2.9711
18 H 1.2819 0.8368 2.7302
19 H 2.5847 0.7035 1.4914
20 C 0.1704 -1.7646 1.8260
21 C -0.2637 -1.9495 3.2695
22 H -0.2567 -2.5117 1.1561
23 H 0.1934 -2.8092 3.7879
24 H -1.3636 -2.1009 3.1990
25 H -0.0987 -1.0345 3.8751
26 La -1.0728 0.5151 0.9926
27 Cl -2.6086 -1.4989 0.0537
28 Cl -2.1461 1.4442 3.3031
29 H 0.8665 -1.6592 -4.8196
30 H -1.5678 -0.8761 -4.5553
31 C 0.7764 -1.8755 -3.7417
32 C -1.4983 -0.8962 -3.4598
33 N -0.0777 -0.8697 -3.1135
34 H 1.7710 -1.8289 -3.2787
35 C 0.4384 -0.0594 -2.1928
36 O -0.2438 0.7254 -1.4858
37 H -2.0092 -0.0336 -3.0233
38 H 1.5536 -0.1280 -2.0576
39 H 0.3497 -2.8822 -3.5978
40 H -1.9536 -1.8280 -3.0828
41 H 1.6271 5.6903 0.7848
42 H 3.1519 4.9118 -1.2732
43 C 1.9495 4.7482 1.2310
44 C 3.3259 4.0089 -0.6781
45 N 2.1871 3.7601 0.1893
46 H 1.2014 4.4090 1.9472
47 C 1.4966 2.6367 0.0708
48 O 0.5809 2.2839 0.8645
49 H 3.4219 3.1351 -1.3269
50 H 1.7563 2.0106 -0.8027
51 H 2.8905 4.9452 1.7504
52 H 4.2237 4.1354 -0.0635
53 C -6.4730 2.0519 0.3897
54 N -5.2430 2.8618 0.5325
55 C -5.3843 4.2273 1.0784
56 C -4.0714 2.3805 0.2536
57 N -2.9729 2.0011 0.0362
58 H -7.3415 2.6818 0.6237
59 H -6.4664 1.1884 1.0741
60 H -6.5679 1.6778 -0.6468
61 H -4.8841 4.3184 2.0540
62 H -4.9272 4.9585 0.3923
63 H -6.4492 4.4615 1.1935

Results of the natural (NBO) charge analysis, in e, for atoms 1 through 5: O -0.5929; C 0.4644; C -0.1503; C -0.1888; H 0.2381

# C20H33Cl4FN3O

2 unconnected molecules or ions with the total composition C20H33Cl4FN3O in a non-equilibrium geometry (ωB97M-V/def2-TZVPD, the Open Molecules 2025 dataset).

For the molecular weight, the calculation gives 492.3 g mol⁻¹. Its total charge is +1. The calculation puts the HOMO-LUMO gap at 6.35 eV. The value obtained for the maximum force is 5.0 eV/A. Its total energy is -80584.347 eV.

Element x y z (Å)
1 C -4.5327 -0.5927 -0.8545
2 C -4.7081 -1.8725 0.1368
3 C -3.2676 -2.5086 0.4948
4 C -2.4519 -2.9990 -0.8032
5 O -1.0643 -3.1972 -0.3905
6 N -0.2124 -3.2201 -1.4435
7 C 0.3004 -4.5959 -1.7577
8 C 1.5343 -5.0820 -0.8656
9 F 2.8309 -4.7329 -1.4457
10 C 0.8315 -2.2247 -1.3473
11 N 1.7106 -2.1627 -2.3885
12 N 1.0135 -1.2447 -0.2783
13 C 1.3493 -1.8668 1.0442
14 C 2.2281 -0.9425 2.0178
15 C 1.5955 -1.0624 3.5163
16 C 0.1295 -0.4231 3.6425
17 C -0.0991 -0.2540 -0.1996
18 C 0.4280 1.2687 -0.0009
19 C -0.4362 2.3810 0.6751
20 C 0.2073 3.8040 0.8487
21 C 1.6700 4.1129 0.3615
22 C 2.3717 5.5443 0.5665
23 C 2.5319 3.0093 -0.3633
24 C 1.8696 1.6081 -0.5197
25 H -3.7895 0.1494 -0.3964
26 H -4.1835 -0.9476 -1.8872
27 H -5.5550 -0.0954 -1.0087
28 H -5.3888 -2.6430 -0.3704
29 H -5.2445 -1.4900 1.0798
30 H -2.6947 -1.7161 1.1003
31 H -3.4845 -3.3698 1.2382
32 H -2.4966 -2.2504 -1.6774
33 H -2.8696 -4.0356 -1.0854
34 H -0.5700 -5.3230 -1.5300
35 H 0.4835 -4.6990 -2.8899
36 H 1.5137 -6.2391 -0.8848
37 H 1.4799 -4.7881 0.2358
38 H 2.7306 -2.1367 -2.2719
39 H 1.2731 -2.0665 -3.3213
40 H 0.3549 -2.1694 1.5388
41 H 1.9872 -2.8085 0.8259
42 H 2.2174 0.1698 1.7642
43 H 3.3341 -1.2661 2.0802
44 H 1.5437 -2.1845 3.7647
45 H 2.2659 -0.5535 4.2965
46 H -0.2447 -0.6766 4.7072
47 H 0.0880 0.7119 3.5332
48 H -0.6411 -0.8666 2.9188
49 H -0.9253 -0.5272 0.5540
50 H -0.6182 -0.2447 -1.2363
51 H -1.4944 2.1216 1.0159
52 H -0.4388 4.6139 1.3544
53 H 2.2804 6.2333 -0.3367
54 H 3.4720 5.3145 0.8419
55 H 1.9144 5.9892 1.5283
56 H 3.5924 3.2155 -0.7595
57 H 2.4978 0.7981 -1.0191
58 C 0.3559 8.2072 -2.8700
59 Cl -0.8591 9.1348 -1.9654
60 Cl 0.5200 6.5889 -2.1528
61 Cl -0.1556 8.0547 -4.5643
62 Cl 1.9193 9.0480 -2.7962

Results of the natural (NBO) charge analysis, in e, for atoms 1 through 5: C -0.6290; C -0.4034; C -0.4351; C -0.0934; O -0.3759

# C20H33ClN2O4

C20H33ClN2O4 in the gas phase (ωB97M-V/def2-TZVPD, the Open Molecules 2025 dataset).

For the molecular weight, the calculation gives 400.9 g mol⁻¹. The calculation puts the HOMO-LUMO gap at 9.78 eV. The value obtained for the maximum force is 0.1 eV/A. Its total energy is -44968.214 eV.

Element x y z (Å)
1 C -3.1982 -2.9586 -2.2618
2 N -2.2595 -2.3437 -1.3246
3 C -1.0636 -1.7869 -1.9231
4 C -1.2893 -0.5741 -2.8203
5 O -1.7950 -1.0139 -4.0535
6 C -2.0106 0.5956 -2.1114
7 N -0.6876 1.1475 -1.8300
8 C -0.4138 2.4172 -1.4097
9 O -1.2896 3.1570 -1.0081
10 C 1.0580 2.7691 -1.3827
11 C 1.7314 1.9872 -0.2632
12 C 1.2172 2.1771 1.1796
13 C 2.6643 2.0423 1.6718
14 O 2.8845 0.6974 2.0697
15 C 3.1579 2.3701 0.2292
16 C 4.2997 1.5394 -0.3223
17 C 3.4575 3.8572 0.1081
18 C -0.0179 0.3169 -2.8332
19 C -2.8221 -1.9614 -0.1316
20 O -4.0240 -2.0687 0.0187
21 C -1.9936 -1.5670 1.1308
22 Cl -2.4740 0.1478 1.4992
23 C -0.4625 -1.6135 1.1143
24 C 0.1675 -1.4491 2.4983
25 C -0.3842 -2.4393 3.5111
26 C -1.8951 -2.2816 3.5987
27 C -2.5426 -2.4839 2.2375
28 H -3.7751 -3.7205 -1.7440
29 H -3.8941 -2.2312 -2.6815
30 H -2.6254 -3.4031 -3.0724
31 H -0.3695 -1.4930 -1.1513
32 H -0.5782 -2.5580 -2.5286
33 H -2.0458 -0.2497 -4.5834
34 H -2.5851 1.2185 -2.8066
35 H -2.6217 0.3803 -1.2363
36 H 1.5228 2.5420 -2.3473
37 H 1.1260 3.8424 -1.2132
38 H 1.7295 0.9202 -0.5037
39 H 0.8125 3.1761 1.3413
40 H 0.5121 1.4445 1.5692
41 H 2.9978 2.7322 2.4542
42 H 3.8242 0.5787 2.2414
43 H 5.2439 1.7766 0.1768
44 H 4.1042 0.4727 -0.2051
45 H 4.4364 1.7423 -1.3875
46 H 4.3685 4.1004 0.6599
47 H 3.6111 4.1467 -0.9338
48 H 2.6514 4.4726 0.5117
49 H 0.9231 -0.1451 -2.5259
50 H 0.1172 0.8267 -3.7934
51 H -0.1595 -2.5768 0.6880
52 H -0.0697 -0.8155 0.4833
53 H 1.2494 -1.5395 2.3952
54 H -0.0184 -0.4324 2.8541
55 H -0.1384 -3.4629 3.2042
56 H 0.0800 -2.2793 4.4864
57 H -2.3258 -2.9978 4.3013
58 H -2.1381 -1.2835 3.9735
59 H -3.6203 -2.3526 2.2818
60 H -2.3599 -3.5122 1.8998

Results of the natural (NBO) charge analysis, in e, for atoms 1 through 5: C -0.4018; N -0.4464; C -0.2282; C 0.2371; O -0.7060

# C20H33N3O2S

C20H33N3O2S in the gas phase (ωB97M-V/def2-TZVPD, the Open Molecules 2025 dataset).

For the molecular weight, the calculation gives 379.6 g mol⁻¹. The calculation puts the HOMO-LUMO gap at 9.05 eV. The value obtained for the maximum force is 0.9 eV/A. Its total energy is -40677.122 eV.

Element x y z (Å)
1 C -6.9162 -1.6903 -1.3491
2 C -6.7669 -0.8588 -0.0738
3 C -8.0642 -0.1150 0.2458
4 C -5.6206 0.1002 -0.2025
5 C -5.5128 1.1262 -1.0904
6 S -4.0206 1.9629 -0.8920
7 C -3.6396 0.8475 0.4007
8 C -2.3518 0.9643 1.1357
9 N -1.2660 1.1661 0.1951
10 C -0.9848 0.0001 -0.6241
11 C -0.2384 -1.1167 0.1151
12 C 1.0491 -0.5756 0.7375
13 C 1.7916 -1.6375 1.5559
14 C 2.3640 -2.7700 0.6961
15 C 3.1874 -2.2325 -0.4632
16 O 2.8961 -2.4109 -1.6274
17 N 4.3057 -1.5700 -0.0773
18 C 5.0674 -0.7597 -0.9946
19 C 4.6704 0.7214 -0.8575
20 C 5.5814 1.6531 -1.6676
21 C 6.5778 2.1416 -0.6174
22 C 5.6972 2.1879 0.6281
23 O 4.7949 1.1041 0.5115
24 C 0.7218 0.6398 1.6078
25 C -0.0483 1.6799 0.7869
26 N -4.5467 -0.0319 0.6227
27 H -7.7114 -2.4225 -1.2288
28 H -7.1593 -1.0507 -2.1946
29 H -5.9907 -2.2170 -1.5700
30 H -6.5250 -1.5264 0.7587
31 H -8.8752 -0.8240 0.3961
32 H -8.3340 0.5504 -0.5711
33 H -7.9501 0.4778 1.1504
34 H -6.2074 1.4377 -1.8433
35 H -2.3968 1.8434 1.7886
36 H -2.2485 0.0724 1.7729
37 H -1.9300 -0.3804 -1.0181
38 H -0.3772 0.3395 -1.4688
39 H -0.0072 -1.9078 -0.5979
40 H -0.8778 -1.5363 0.8956
41 H 1.7053 -0.2425 -0.0747
42 H 2.6011 -1.1448 2.1016
43 H 1.1124 -2.0649 2.2980
44 H 1.5586 -3.3744 0.2793
45 H 2.9939 -3.4155 1.3119
46 H 4.4015 -1.3076 0.8919
47 H 6.1324 -0.8797 -0.7768
48 H 4.8504 -1.1133 -2.0042
49 H 3.6167 0.8247 -1.1484
50 H 5.0080 2.4919 -2.0625
51 H 6.0557 1.1312 -2.4953
52 H 7.3815 1.4166 -0.4855
53 H 7.0097 3.1102 -0.8561
54 H 5.1340 3.1317 0.6680
55 H 6.2504 2.0678 1.5620
56 H 1.6435 1.0876 1.9846
57 H 0.1208 0.3282 2.4655
58 H -0.2992 2.5457 1.4052
59 H 0.5858 2.0250 -0.0364

Results of the natural (NBO) charge analysis, in e, for atoms 1 through 5: C -0.5895; C -0.2493; C -0.5899; C 0.1347; C -0.4603

# C20H33N5O2S2

A molecular structure, C20H33N5O2S2 in a non-equilibrium geometry (ωB97M-V/def2-TZVPD, the Open Molecules 2025 dataset).

For the molecular weight, the calculation gives 439.7 g mol⁻¹. The calculation puts the HOMO-LUMO gap at 7.32 eV. The value obtained for the maximum force is 12.7 eV/A. Its total energy is -54471.504 eV.

Element x y z (Å)
1 C -2.9785 0.4348 1.4593
2 S -2.7163 1.8594 2.5723
3 O -3.9710 1.8847 3.4199
4 C -1.4273 1.1957 3.7458
5 H -3.7818 0.6831 0.7657
6 H -3.2808 -0.4704 1.9858
7 H -2.0627 0.1295 0.9531
8 H -1.9500 0.5868 4.4833
9 H -0.9020 2.0158 4.2352
10 H -0.6805 0.7456 3.0917
11 C 2.2924 1.9027 -1.9884
12 S 3.1791 2.7850 -3.3342
13 O 4.2900 1.8811 -3.6878
14 C 1.8455 2.3963 -4.5512
15 H 1.3555 2.3785 -1.6987
16 H 3.0399 2.0366 -1.2065
17 H 2.1841 0.8322 -2.1627
18 H 1.1221 3.0377 -4.0479
19 H 1.4259 1.3911 -4.5912
20 H 1.8452 2.8532 -5.5408
21 C 0.1117 0.2174 0.7877
22 C 1.3916 0.7063 0.2054
23 N 2.3830 1.0635 -0.2827
24 H -0.7751 0.0201 0.1854
25 H -0.1865 0.8470 1.6261
26 H 0.3856 -0.7933 1.0903
27 C -0.6937 -1.6297 -1.6685
28 C 0.7150 -1.5834 -1.1846
29 N 1.7823 -1.5478 -0.8154
30 H -0.7875 -1.9181 -2.7155
31 H -1.1813 -0.6966 -1.3861
32 H -1.1883 -2.4457 -1.1416
33 N -2.9185 -2.2868 -0.4734
34 C -3.5242 -1.9773 -1.6839
35 C -3.4560 -0.5958 -1.8899
36 C -2.8251 -0.0538 -0.7929
37 C -2.5470 -1.0812 0.0608
38 H -2.6671 -3.1605 -0.0335
39 H -3.8494 -2.7163 -2.4012
40 H -3.6908 -0.1030 -2.8218
41 H -2.6334 1.0021 -0.6712
42 H -1.8042 -1.1426 0.8424
43 N -2.4428 -4.2917 1.0707
44 C -2.0670 -3.0638 1.6471
45 C -0.7034 -2.8216 1.3125
46 C -0.1973 -3.8821 0.5913
47 C -1.2649 -4.7086 0.4424
48 H -3.3951 -4.5975 0.9303
49 H -2.7769 -2.3853 2.0968
50 H -0.1735 -1.9531 1.6747
51 H 0.7641 -4.1055 0.1529
52 H -1.3940 -5.5159 -0.2634
53 N 3.7657 1.6949 0.7996
54 C 3.3328 2.9581 0.5373
55 C 4.2617 3.8548 1.1408
56 C 5.2985 3.1315 1.6937
57 C 4.8798 1.7616 1.5970
58 H 3.2877 0.8614 0.4883
59 H 2.3923 3.1568 0.0449
60 H 4.1541 4.9248 1.0412
61 H 6.1625 3.4627 2.2507
62 H 5.2455 0.8344 2.0129

Results of the natural (NBO) charge analysis, in e, for atoms 1 through 5: C -0.8023; S 1.1955; O -0.9857; C -0.7965; H 0.2617

# C20H33NO4

C20H33NO4 in the gas phase (ωB97M-V/def2-TZVPD, the Open Molecules 2025 dataset).

For the molecular weight, the calculation gives 351.5 g mol⁻¹. The calculation puts the HOMO-LUMO gap at 9.20 eV. The value obtained for the maximum force is 0.8 eV/A. Its total energy is -30955.040 eV.

Element x y z (Å)
1 C 0.1928 -2.1180 -3.2805
2 C 0.2729 -0.7280 -2.6549
3 O -0.4228 -0.6398 -1.4232
4 C 0.2737 -1.1361 -0.3157
5 O 1.3353 -0.2690 0.0455
6 C 0.9752 0.8316 0.7910
7 C 2.0426 1.8620 0.9280
8 O 1.9052 2.8622 1.6086
9 N 3.1643 1.5777 0.2288
10 C 4.3048 2.4259 0.2075
11 C 5.6758 1.8269 0.1239
12 C 5.1038 2.5672 -1.0526
13 C -0.2115 0.9903 1.3754
14 C -1.3107 -0.0176 1.2932
15 C -2.5119 0.4624 0.4267
16 C -2.2136 1.7118 -0.4043
17 C -3.4159 2.0684 -1.2734
18 C -4.6439 2.3254 -0.4065
19 C -4.9471 1.1016 0.4509
20 C -3.7377 0.7286 1.3039
21 C -0.7167 -1.3625 0.8302
22 C -0.0471 -2.0825 2.0092
23 C 0.4232 -3.5167 1.7346
24 C 1.8416 -3.6551 1.1685
25 O 1.7778 -3.9090 -0.2249
26 H 0.7093 -2.1182 -4.2365
27 H 0.6503 -2.8631 -2.6337
28 H -0.8472 -2.3907 -3.4389
29 H -0.2125 0.0048 -3.3051
30 H 1.3202 -0.4314 -2.5136
31 H 0.7712 -2.0775 -0.5741
32 H 3.1833 0.7229 -0.3066
33 H 4.1402 3.2938 0.8327
34 H 6.4729 2.2858 0.6871
35 H 5.7554 0.7524 0.0534
36 H 5.5064 3.5366 -1.3001
37 H 4.7993 1.9900 -1.9128
38 H -0.3690 1.8933 1.9422
39 H -1.6929 -0.1639 2.3108
40 H -2.7590 -0.3406 -0.2740
41 H -1.9867 2.5525 0.2535
42 H -1.3456 1.5267 -1.0357
43 H -3.1895 2.9551 -1.8696
44 H -3.6218 1.2454 -1.9618
45 H -4.4552 3.1842 0.2419
46 H -5.5053 2.5631 -1.0348
47 H -5.8072 1.2993 1.0949
48 H -5.2024 0.2605 -0.1984
49 H -3.5156 1.5456 1.9947
50 H -3.9724 -0.1598 1.8962
51 H -1.5128 -1.9999 0.4356
52 H -0.7827 -2.1262 2.8156
53 H 0.7919 -1.4833 2.3693
54 H 0.3851 -4.0663 2.6762
55 H -0.2591 -4.0055 1.0376
56 H 2.3541 -4.4922 1.6614
57 H 2.4185 -2.7398 1.3592
58 H 2.6687 -4.0611 -0.5566

Results of the natural (NBO) charge analysis, in e, for atoms 1 through 5: C -0.6400; C -0.0593; O -0.5505; C 0.3536; O -0.5463

# C20H34CeN4O6S

A molecular structure, C20H34CeN4O6S in a non-equilibrium geometry (ωB97M-V/def2-TZVPD, the Open Molecules 2025 dataset).

For the molecular weight, the calculation gives 598.7 g mol⁻¹. Its total charge is +4. The calculation puts the HOMO-LUMO gap (alpha / beta) at 4.69 / 4.69 eV. The value obtained for the maximum force is 2.1 eV/A. Its total energy is -63263.188 eV.

Element x y z (Å)
1 Ce -0.2789 0.1288 0.1673
2 C 1.2997 2.6841 -1.4749
3 C -0.0533 2.3141 -2.1023
4 O -0.0695 0.8789 -2.2702
5 C -0.9562 0.3749 -3.2963
6 C -2.3668 0.2130 -2.7466
7 O -2.3148 -0.3395 -1.4127
8 C -2.7966 -1.6877 -1.2447
9 C -1.7049 -2.6830 -1.5641
10 O -0.5264 -2.2513 -0.8526
11 C 0.6393 -3.0130 -1.2384
12 C 1.7867 -2.5497 -0.3754
13 O 1.7680 -1.1038 -0.4092
14 C 3.0379 -0.4192 -0.4770
15 C 2.8029 0.8215 -1.2993
16 O 1.7714 1.6009 -0.6461
17 H 1.1911 3.5663 -0.8468
18 H 2.0341 2.8963 -2.2500
19 H -0.1519 2.8093 -3.0679
20 H -0.8904 2.6227 -1.4583
21 H -0.5295 -0.5750 -3.6170
22 H -0.9698 1.0493 -4.1528
23 H -2.9485 -0.4227 -3.4136
24 H -2.8609 1.1823 -2.6676
25 H -3.6730 -1.8725 -1.8656
26 H -3.0778 -1.7743 -0.1919
27 H -1.4928 -2.7114 -2.6365
28 H -1.9998 -3.6826 -1.2401
29 H 0.8499 -2.8287 -2.2949
30 H 0.4616 -4.0796 -1.0912
31 H 2.7270 -2.9375 -0.7644
32 H 1.6603 -2.8919 0.6513
33 H 3.7902 -1.0334 -0.9708
34 H 3.3799 -0.1701 0.5305
35 H 2.4647 0.5363 -2.2964
36 H 3.7210 1.4061 -1.3764
37 N -3.5215 2.8021 2.0708
38 C -4.4798 1.9720 1.5557
39 C -3.8123 0.9795 0.9029
40 N -2.4571 1.1865 1.0259
41 C -2.3181 2.3068 1.7460
42 C -1.0055 2.8143 2.0526
43 N 0.0720 2.2470 1.5036
44 C 1.1635 2.9283 1.9961
45 C 0.7328 3.9042 2.8431
46 N -0.6351 3.8124 2.8688
47 H -3.7242 3.6485 2.5882
48 H -5.5366 2.1516 1.6733
49 H -4.2317 0.1417 0.3758
50 H 2.1674 2.6860 1.6935
51 H 1.2767 4.6455 3.4067
52 H -1.2316 4.4066 3.4318
53 O 0.3449 -0.7349 2.1603
54 S 1.5526 -1.3702 2.9198
55 C 2.3443 -0.0195 3.8421
56 C 2.9948 -0.7346 5.0238
57 C 2.0892 -1.9210 5.4539
58 C 0.9133 -2.0448 4.4814
59 H 1.5402 0.6591 4.1348
60 H 3.0624 0.5050 3.2122
61 H 3.1541 -0.0283 5.8363
62 H 3.9794 -1.1041 4.7397
63 H 1.6978 -1.7857 6.4602
64 H 2.6674 -2.8422 5.4647
65 H 0.0557 -1.4231 4.7468
66 H 0.5834 -3.0722 4.3365

Results of the natural (NBO) charge analysis, in e, for atoms 1 through 5: Ce 2.0038; C -0.0838; C -0.0982; O -0.5630; C -0.0830